(1)
{
  "formula": "C5H18O2P",
  "method": "the ωB97M-V functional and the def2-TZVPD basis",
  "e_tot_ev": -18856.4795,
  "total_charge": -1,
  "e_above_lowest_kcal_mol": 0.9,
  "homo_energy_ev": -2.70,
  "elements": ["C", "C", "C", "O", "C", "P", "H", "H", "H", "H", "H", "H", "H", "H", "H", "H", "H", "H", "H", "H", "C", "O", "H", "H", "H", "H"],
  "xyz": [[3.811952, -0.332909, -0.625962], [2.496017, 0.381837, -0.950333], [1.322450, -0.586428, -0.966848], [0.209772, -0.001453, -1.587332], [-0.988073, -0.077791, -0.807608], [-1.830148, -1.799299, -0.646238], [4.529454, 0.327166, -0.137962], [3.623578, -1.181184, 0.037085], [4.270172, -0.734470, -1.530741], [2.315540, 1.169015, -0.214230], [2.551272, 0.871557, -1.924576], [1.616246, -1.504557, -1.488747], [1.077837, -0.874705, 0.061373], [-0.795781, 0.290797, 0.213520], [-1.711735, 0.586481, -1.290570], [-0.624472, -2.502988, -1.153008], [-2.334097, -1.664167, -2.047821], [-3.032668, -1.050042, -0.142998], [-1.337238, -1.933468, 0.765442], [-2.534043, -3.091169, -0.507395], [-1.881278, 2.539512, 2.356335], [-2.309090, 1.240125, 2.731422], [-0.896702, 2.434133, 1.907835], [-2.549126, 2.992200, 1.617855], [-1.807250, 3.191580, 3.234644], [-3.192589, 1.310230, 3.096857]],
  "forces_ev_per_a": [[-0.18, -0.05, -0.06], [0.17, 0.07, 0.05], [0.07, -0.05, 0.08], [0.02, 0.12, -0.04], [-0.20, -0.03, 0.01], [-0.12, -0.06, 0.03], [0.06, 0.00, -0.04], [0.06, 0.05, 0.09], [0.04, -0.03, 0.00], [-0.12, 0.02, -0.01], [0.02, 0.02, -0.02], [-0.03, -0.01, -0.06], [0.00, -0.09, 0.02], [0.04, 0.03, 0.05], [0.02, -0.03, -0.07], [0.01, 0.02, 0.00], [0.01, 0.00, -0.01], [0.04, -0.01, 0.03], [0.04, -0.03, -0.04], [0.02, 0.08, -0.02], [-0.10, -0.18, 0.14], [0.15, 0.15, 0.05], [0.01, -0.01, -0.02], [0.02, 0.02, -0.01], [0.05, 0.11, -0.09], [-0.11, -0.08, -0.05]],
  "nbo_charge": [-0.610, -0.417, -0.053, -0.569, -0.373, 0.454, 0.195, 0.202, 0.196, 0.186, 0.195, 0.162, 0.176, 0.136, 0.166, -0.211, -0.218, -0.218, -0.226, -0.167, -0.246, -0.704, 0.190, 0.160, 0.142, 0.455]
}

---

(2)
{
  "formula": "C21H28N2O4",
  "method": "the ωB97M-V functional and the def2-TZVPD basis",
  "e_tot_ev": -33402.4318,
  "e_above_lowest_kcal_mol": 41.8,
  "homo_energy_ev": -8.11,
  "smiles": "O=C(NCc1ccc2c(c1)OCO2)[C@H]1CC(=O)N(C2CCCCCCC2)C1",
  "elements": ["O", "C", "N", "C", "C", "C", "C", "C", "C", "C", "O", "C", "O", "C", "C", "C", "O", "N", "C", "C", "C", "C", "C", "C", "C", "C", "C", "H", "H", "H", "H", "H", "H", "H", "H", "H", "H", "H", "H", "H", "H", "H", "H", "H", "H", "H", "H", "H", "H", "H", "H", "H", "H", "H", "H"],
  "xyz": [[-2.090218, -4.277871, 0.367008], [-1.324885, -3.341564, 0.285830], [-1.493986, -2.177861, 0.948818], [-2.729966, -1.840314, 1.630531], [-3.461932, -0.783546, 0.844811], [-4.210130, -1.149473, -0.263853], [-4.842201, -0.205576, -1.068668], [-4.688175, 1.114171, -0.720706], [-3.930760, 1.491107, 0.389820], [-3.305475, 0.563544, 1.184524], [-3.943956, 2.854642, 0.508080], [-4.722338, 3.328111, -0.570450], [-5.196293, 2.232804, -1.323343], [-0.067848, -3.384643, -0.584786], [-0.229676, -2.425684, -1.769123], [0.470667, -1.146692, -1.329124], [0.366510, -0.068658, -1.870683], [1.202329, -1.431925, -0.226581], [2.115328, -0.522487, 0.463263], [3.442346, -0.419460, -0.311950], [3.501086, 0.629731, -1.429630], [4.209740, 1.930403, -1.046049], [3.503053, 2.837861, -0.036893], [3.429142, 2.271103, 1.386714], [2.062826, 1.700590, 1.774403], [1.390212, 0.795703, 0.746114], [1.173572, -2.836108, 0.128942], [-0.881282, -1.404151, 0.738296], [-3.311934, -2.762267, 1.693407], [-2.498217, -1.484502, 2.638730], [-4.303580, -2.196830, -0.507507], [-5.425971, -0.491781, -1.926896], [-2.724241, 0.867572, 2.039797], [-5.576343, 3.905919, -0.182495], [-4.105781, 3.978202, -1.212139], [0.066040, -4.419359, -0.902956], [-1.268706, -2.226449, -2.030408], [0.274917, -2.799136, -2.662381], [2.329681, -1.005709, 1.426270], [3.622403, -1.407357, -0.745776], [4.254896, -0.241955, 0.392656], [4.062874, 0.201264, -2.263808], [2.500137, 0.840862, -1.801532], [4.351043, 2.506804, -1.964233], [5.205304, 1.689101, -0.661786], [2.502311, 3.078632, -0.396269], [4.063281, 3.775830, -0.009135], [4.201969, 1.514127, 1.516720], [3.654336, 3.067184, 2.100981], [1.382201, 2.537198, 1.952261], [2.167347, 1.159965, 2.719492], [1.235044, 1.333744, -0.184934], [0.397123, 0.544048, 1.133176], [1.113880, -2.955068, 1.214741], [2.082270, -3.343780, -0.221272]],
  "forces_ev_per_a": [[-0.30, -0.32, -0.09], [0.64, -0.04, -0.13], [-0.01, 0.34, 0.31], [-0.10, -0.04, -0.04], [-0.08, -0.08, 0.05], [0.05, -0.04, 0.15], [-0.05, 0.37, -0.07], [0.37, 0.00, 0.52], [-0.29, -0.25, -0.49], [-0.14, 0.22, -0.09], [0.21, -0.34, 0.30], [-0.23, 1.22, -0.27], [-0.09, -0.44, -0.14], [-0.16, -0.17, -0.05], [0.00, 0.00, -0.05], [-0.36, -0.22, -0.25], [-0.02, 0.30, -0.28], [0.02, -0.18, 0.36], [0.04, 0.24, -0.05], [-0.08, -0.03, 0.01], [0.21, 0.07, 0.03], [-0.26, 0.06, -0.13], [0.31, -0.07, 0.05], [-0.17, 0.13, 0.04], [0.07, -0.12, -0.08], [0.19, 0.03, 0.23], [0.22, -0.29, 0.03], [0.06, -0.10, -0.03], [0.07, 0.14, 0.09], [-0.10, -0.07, -0.05], [-0.01, -0.15, -0.02], [-0.09, -0.04, -0.12], [0.09, 0.04, 0.16], [0.18, -0.20, -0.05], [-0.09, -0.22, 0.14], [-0.06, 0.12, 0.11], [0.04, 0.06, -0.03], [0.01, 0.03, -0.01], [-0.07, 0.04, -0.10], [0.05, -0.02, 0.10], [0.07, -0.06, 0.02], [-0.07, 0.00, -0.02], [-0.02, -0.02, -0.09], [0.09, -0.01, 0.00], [0.08, 0.03, -0.01], [-0.08, 0.10, -0.05], [-0.08, 0.03, -0.02], [0.09, 0.00, 0.05], [0.07, -0.07, 0.02], [-0.01, -0.01, 0.07], [-0.08, 0.04, 0.09], [-0.09, -0.03, 0.01], [-0.03, 0.02, -0.08], [0.03, 0.01, -0.07], [-0.06, -0.01, 0.07]],
  "nbo_charge": [-0.623, 0.686, -0.626, -0.245, -0.033, -0.222, -0.235, 0.216, 0.307, -0.294, -0.491, 0.237, -0.475, -0.311, -0.488, 0.684, -0.624, -0.460, -0.020, -0.413, -0.426, -0.382, -0.407, -0.404, -0.393, -0.410, -0.201, 0.402, 0.245, 0.198, 0.225, 0.228, 0.222, 0.158, 0.158, 0.242, 0.244, 0.238, 0.199, 0.207, 0.205, 0.208, 0.234, 0.207, 0.187, 0.199, 0.208, 0.191, 0.209, 0.206, 0.195, 0.236, 0.202, 0.208, 0.193]
}

---

(3)
{
  "formula": "CH2N4O",
  "method": "the ωB97M-V functional and the def2-TZVPD basis",
  "e_tot_ev": -9071.6182,
  "e_above_lowest_kcal_mol": 107.9,
  "homo_energy_ev": -9.10,
  "elements": ["N", "C", "N", "O", "N", "N", "H", "H"],
  "xyz": [[-1.244159, -0.327754, -0.777215], [-0.019897, -0.018331, -0.427758], [1.221603, 0.282308, -0.780970], [1.851409, 0.462668, 0.471111], [1.027519, 0.279571, 1.485990], [-0.081365, -0.006135, 0.962670], [-1.519572, -0.382717, -1.742957], [-1.235538, -0.289610, 0.809128]],
  "forces_ev_per_a": [[-0.10, -0.01, -0.32], [0.20, 0.06, -0.08], [-0.44, -0.11, -0.04], [0.10, 0.04, 0.22], [-0.49, -0.14, -0.23], [0.23, 0.05, 0.04], [0.10, 0.00, -0.06], [0.40, 0.11, 0.47]],
  "nbo_charge": [-0.886, 0.438, -0.221, -0.115, 0.226, -0.340, 0.390, 0.508]
}

---

> What is the formula in the second record?

C21H28N2O4

---

Please write out number 1 again, unchanged.
{
  "formula": "C5H18O2P",
  "method": "the ωB97M-V functional and the def2-TZVPD basis",
  "e_tot_ev": -18856.4795,
  "total_charge": -1,
  "e_above_lowest_kcal_mol": 0.9,
  "homo_energy_ev": -2.70,
  "elements": ["C", "C", "C", "O", "C", "P", "H", "H", "H", "H", "H", "H", "H", "H", "H", "H", "H", "H", "H", "H", "C", "O", "H", "H", "H", "H"],
  "xyz": [[3.811952, -0.332909, -0.625962], [2.496017, 0.381837, -0.950333], [1.322450, -0.586428, -0.966848], [0.209772, -0.001453, -1.587332], [-0.988073, -0.077791, -0.807608], [-1.830148, -1.799299, -0.646238], [4.529454, 0.327166, -0.137962], [3.623578, -1.181184, 0.037085], [4.270172, -0.734470, -1.530741], [2.315540, 1.169015, -0.214230], [2.551272, 0.871557, -1.924576], [1.616246, -1.504557, -1.488747], [1.077837, -0.874705, 0.061373], [-0.795781, 0.290797, 0.213520], [-1.711735, 0.586481, -1.290570], [-0.624472, -2.502988, -1.153008], [-2.334097, -1.664167, -2.047821], [-3.032668, -1.050042, -0.142998], [-1.337238, -1.933468, 0.765442], [-2.534043, -3.091169, -0.507395], [-1.881278, 2.539512, 2.356335], [-2.309090, 1.240125, 2.731422], [-0.896702, 2.434133, 1.907835], [-2.549126, 2.992200, 1.617855], [-1.807250, 3.191580, 3.234644], [-3.192589, 1.310230, 3.096857]],
  "forces_ev_per_a": [[-0.18, -0.05, -0.06], [0.17, 0.07, 0.05], [0.07, -0.05, 0.08], [0.02, 0.12, -0.04], [-0.20, -0.03, 0.01], [-0.12, -0.06, 0.03], [0.06, 0.00, -0.04], [0.06, 0.05, 0.09], [0.04, -0.03, 0.00], [-0.12, 0.02, -0.01], [0.02, 0.02, -0.02], [-0.03, -0.01, -0.06], [0.00, -0.09, 0.02], [0.04, 0.03, 0.05], [0.02, -0.03, -0.07], [0.01, 0.02, 0.00], [0.01, 0.00, -0.01], [0.04, -0.01, 0.03], [0.04, -0.03, -0.04], [0.02, 0.08, -0.02], [-0.10, -0.18, 0.14], [0.15, 0.15, 0.05], [0.01, -0.01, -0.02], [0.02, 0.02, -0.01], [0.05, 0.11, -0.09], [-0.11, -0.08, -0.05]],
  "nbo_charge": [-0.610, -0.417, -0.053, -0.569, -0.373, 0.454, 0.195, 0.202, 0.196, 0.186, 0.195, 0.162, 0.176, 0.136, 0.166, -0.211, -0.218, -0.218, -0.226, -0.167, -0.246, -0.704, 0.190, 0.160, 0.142, 0.455]
}